1 | DFT (ωB97M-V/def2-TZVPD) results for 10 unconnected molecules or ions with the total composition C40H110N10O10.

Atoms and positions in Å:
H: -6.3073 -5.8621 6.6873
C: -0.7601 6.2726 11.7514
H: 2.3259 2.9646 8.0185
H: -4.3948 -0.9207 5.1248
H: 0.4510 1.6364 4.2223
H: -7.5631 3.0405 8.7666
H: -1.7711 1.9821 6.0317
C: -5.2456 -5.6197 6.7320
H: -4.7498 -1.2021 1.2074
H: -3.2892 -0.9801 -0.3296
O: -7.4111 -0.5155 -1.7335
H: -7.5789 -0.7197 0.7889
H: -5.3048 1.6004 4.3153
C: -1.3372 -4.4147 3.4053
H: -5.6929 -1.0400 2.3326
H: -4.9857 -1.3056 8.3960
N: 2.3059 2.0454 8.4365
H: 0.2282 -0.0483 3.7205
H: -8.2516 4.2902 7.7697
H: -5.9810 1.1725 1.4159
C: -2.2784 1.2735 5.3770
O: 2.0329 -1.1884 7.0195
N: -4.1921 -1.9081 5.1874
H: -8.5001 -0.5158 -3.4127
H: -2.8101 -1.4074 2.4406
H: -3.0084 1.7897 0.7504
H: -7.6955 2.9318 6.9380
H: -10.4162 4.0609 6.7120
C: -4.6260 6.5617 6.2612
C: 2.4167 1.1785 7.3312
H: 1.5807 -3.1920 1.0333
H: -0.3427 4.1013 7.8809
C: 2.0085 -3.7764 1.8479
N: -2.9282 -0.4384 2.1812
H: -4.2355 7.1283 9.2073
H: -4.9545 -6.0289 7.6994
N: -7.7509 0.6818 5.2675
H: -5.4011 4.3517 3.5616
O: -11.7372 2.6215 7.1597
C: -3.9427 -2.0982 6.6296
H: -6.8596 1.4593 -0.0840
H: -1.4399 5.3443 13.6066
C: -5.1745 5.3513 9.8431
H: -6.7114 -0.9510 -3.5221
H: 2.4088 -4.6863 1.4009
H: -12.6406 4.0903 5.9827
H: -6.6105 -2.3324 -1.1567
C: -5.1306 -1.3502 7.3166
H: -6.9267 1.2373 5.4470
H: 1.8178 -3.2442 6.8291
C: -2.5903 -5.0284 2.7608
H: -2.5881 0.1238 2.9482
H: 0.4351 1.8574 1.3208
H: -6.1829 5.0813 10.1568
H: -1.3307 -4.8450 4.4067
C: -7.9979 2.3947 3.5032
H: -10.2349 0.9977 4.0551
H: -8.9574 0.8774 7.1421
H: -3.5778 -3.6989 7.9697
N: -5.7215 -1.4068 1.3919
C: 2.4604 -2.5350 7.3508
H: 2.4910 -2.7928 8.4095
H: 0.5353 0.8017 -0.1485
C: -1.1664 6.2718 10.2711
O: 1.0851 -3.9766 2.8909
C: -6.1300 6.9920 8.1230
C: -3.9505 -3.6278 6.9478
C: -3.5824 1.9661 5.0464
H: -4.6277 7.6365 6.0798
C: -1.4008 5.0988 12.5453
C: 2.5171 -0.2446 7.9081
H: -10.1574 2.4509 5.8617
H: -1.7495 2.0127 1.9863
H: 0.3123 6.1059 11.6507
H: 0.0883 -5.6950 2.3707
H: -3.4780 -4.7524 3.3299
H: 4.5464 1.3058 6.5795
H: -3.7889 3.5310 6.5241
H: -3.7871 6.1785 6.8422
H: -4.7918 4.7069 9.0517
C: -0.1142 -4.6284 2.4685
H: 3.4941 -2.6082 7.0128
H: -4.9952 -2.4195 4.8503
H: -8.1803 2.3455 2.4297
H: -4.7987 -6.1705 5.9044
C: -10.4381 2.9730 6.7765
H: -9.7044 0.2241 2.5906
H: 1.4034 1.9200 8.8723
C: -0.1641 0.7463 4.3551
C: -1.9624 -0.1059 1.2171
H: -2.7296 -4.5679 1.7827
O: -1.1426 2.0732 0.0759
C: -9.5372 2.6068 7.9639
H: -4.6351 6.0172 5.3171
C: -9.4636 0.3446 3.6468
H: 0.8808 2.5780 -0.1526
H: -6.2027 8.0465 7.8566
H: -7.9630 -2.1095 -2.9089
H: 1.9749 -0.2673 8.8534
H: -0.5933 7.0357 9.7455
H: -0.4394 -4.1203 1.5606
H: -1.8608 -0.4264 -0.9528
H: -5.2582 -0.3035 7.0403
H: 2.8246 -3.2175 2.3058
H: 3.5556 -0.3223 8.2298
H: -0.8056 4.1947 12.4175
O: -6.6744 2.8473 3.8997
H: -0.3622 8.1988 11.9482
H: -5.2496 2.8884 5.9058
O: -5.2574 -4.1962 6.7453
C: -2.2401 -0.8967 -0.0456
H: -10.0158 2.9747 8.8715
H: 1.4585 1.2608 6.8182
H: -0.6978 -2.5342 3.8076
N: -1.5942 -2.9431 3.5856
C: -6.5547 -0.6750 0.4185
C: -6.0927 0.8417 0.3834
H: -6.1034 -1.8328 7.2227
C: -12.7743 3.0430 6.2536
H: -7.1085 6.5515 8.3142
H: -0.3243 7.4282 13.2063
H: -0.9574 -0.3228 1.5789
C: -1.9972 1.5138 1.0493
H: -3.1862 -4.0789 6.3148
H: -2.4281 0.3812 5.9849
H: 0.0765 0.2674 5.3042
H: -5.0577 1.0073 0.0846
H: -2.1476 -2.7445 4.4069
H: -5.4513 -1.0531 -1.4008
C: -0.8661 4.9690 8.2825
C: -7.6579 -1.0666 -2.9939
C: -8.0895 0.8838 3.8635
H: -2.9781 -1.6942 6.9370
C: 3.5236 1.5770 6.3180
C: 0.2580 1.7784 0.2482
C: -6.4493 -1.2636 -1.0164
H: -6.9876 4.9140 3.9484
H: -4.2400 0.6393 3.6071
N: -0.9345 7.5031 12.4049
H: -3.4165 2.6945 4.2526
H: -9.5396 -0.6630 4.0556
H: -4.9385 7.6817 11.1445
O: -0.8843 5.0221 9.6804
H: -1.8214 -1.9017 0.0066
H: -12.6264 2.4175 5.3733
H: -7.3824 0.3300 3.2460
N: -4.5030 1.0167 4.5063
H: -0.4157 5.8294 7.7875
H: -6.5693 4.1922 2.3328
H: -8.7245 3.0975 3.9110
H: -1.8844 4.9914 7.8941
N: -9.3342 1.1982 8.0225
N: -5.6496 7.6760 10.4273
H: -7.4106 -0.2691 5.2694
O: -5.7912 6.1513 6.9514
H: 3.5761 2.6630 6.2404
C: -5.2493 6.7547 9.3514
C: -8.1721 3.2085 7.8784
H: -2.6077 -6.0969 2.5457
H: -13.7365 2.8104 6.7097
H: -4.3164 1.8730 7.0807
H: -6.4545 7.2838 10.8947
C: -6.4571 4.1253 3.4149
H: 3.2186 1.2533 5.3229
H: -2.1978 6.6059 10.1585
C: -4.2634 2.5864 6.2583
O: -1.5006 0.9856 4.1822
H: -10.2033 0.6900 8.1028
H: -2.4282 4.9977 12.1956
H: -4.5481 5.3155 10.7344

## Properties
Kohn-Sham gap = 0.3257 Eh
charge = 0
HOMO energy = -8.42 eV
multiplicity = 1
lowest unoccupied orbital energy = 0.447 eV
SMILES = COC[C@H](C)N.COC[C@H](C)N.COC[C@H](C)N.COC[C@H](C)N.COC[C@H](C)N.COC[C@H](C)N.COC[C@H](C)N.COC[C@H](C)N.COC[C@H](C)N.COC[C@H](C)N

Mulliken atomic charge list, values in e, 2 entries: atom 1 (H): 0.292, atom 2 (C): 0.322


2 | DFT (ωB97M-V/def2-TZVPD) results for 10 unconnected molecules or ions with the total composition C40H110N10O10.

Atoms and positions in Å:
C: 35.8120 34.6409 -10.7731
C: 35.6427 33.1966 -19.4990
C: 32.7324 35.2841 -14.1755
H: 36.6128 33.2972 -14.4123
O: 35.4781 25.8770 -13.7014
C: 28.7067 31.8972 -16.9158
H: 36.7396 31.8869 -15.4654
H: 30.0293 27.1559 -16.4516
H: 27.3465 27.1023 -12.6074
H: 33.7132 30.9289 -11.3150
H: 34.8279 27.7219 -12.7870
H: 36.5396 28.4615 -5.7848
H: 29.9299 28.8051 -13.1760
C: 32.8304 25.8739 -15.0439
H: 34.0038 35.6293 -9.9699
C: 34.7338 27.0962 -13.6746
H: 40.9008 27.6424 -12.1152
H: 36.5298 27.3021 -19.0169
H: 32.0738 31.4865 -14.3278
H: 42.3875 27.0074 -12.9439
H: 34.7640 32.8247 -10.7906
C: 33.2264 26.6762 -13.7877
C: 34.0787 25.5463 -19.2307
H: 32.7123 28.4722 -14.4363
H: 36.9618 29.7477 -16.9552
C: 34.9870 35.3406 -9.5982
C: 37.0087 28.6718 -16.7867
H: 33.7603 29.0721 -16.6431
C: 34.3938 26.8032 -18.4591
H: 28.3169 29.2075 -12.7019
H: 34.4009 30.7082 -7.6116
H: 39.5889 35.6460 -8.7358
H: 34.9033 27.7228 -14.5502
H: 34.0177 34.5226 -21.3438
C: 34.7463 30.0557 -9.7723
H: 34.3267 31.8603 -21.5969
H: 36.9143 29.6730 -10.2863
H: 32.8059 30.7294 -10.0203
H: 32.7541 31.8317 -20.8745
N: 33.7287 34.2463 -20.4164
N: 33.1202 29.4693 -15.9703
H: 33.5067 29.3468 -8.0697
C: 40.5662 30.2955 -14.9326
C: 28.3688 26.7882 -12.3965
H: 32.5620 26.4355 -15.9387
H: 30.4206 31.1650 -12.8968
H: 29.2720 31.7784 -11.7301
H: 39.6496 29.2404 -13.3341
H: 33.8424 26.7266 -17.5220
C: 34.6406 30.7395 -14.3081
C: 29.2875 28.9140 -12.3022
H: 28.6379 26.7738 -17.5105
H: 37.7965 33.8655 -11.1164
H: 37.2334 27.0505 -13.8724
N: 33.8306 27.8959 -19.2386
C: 35.7093 29.0279 -6.2065
H: 27.8233 31.6641 -16.3213
H: 35.3297 33.0809 -15.5868
N: 34.9941 33.6296 -11.3557
C: 36.9634 34.6835 -18.1217
H: 41.3994 30.6844 -14.3473
H: 36.3302 31.0375 -11.1041
H: 36.8661 33.2738 -9.6680
H: 33.5226 25.0930 -15.3589
H: 28.4102 32.7575 -17.5158
H: 39.6597 32.2725 -15.2941
H: 34.1431 24.5784 -18.7336
C: 35.9275 27.0763 -18.1370
C: 36.8434 26.0364 -13.9582
H: 30.8444 37.6271 -12.3062
C: 29.6602 27.1502 -17.4773
H: 36.6748 31.0118 -9.3685
H: 28.8218 26.3543 -13.2879
H: 34.1974 31.1294 -16.4702
H: 34.9313 34.6933 -8.7230
H: 31.8506 33.9327 -11.2060
H: 34.0993 28.8032 -18.8854
H: 39.1662 33.9427 -8.7288
H: 38.5903 30.9063 -15.5370
H: 36.9081 35.5310 -17.4384
O: 35.4002 31.8846 -13.9180
H: 34.9056 28.4313 -5.7750
H: 31.7995 29.2148 -12.0263
C: 34.1991 33.0117 -19.7836
H: 29.2488 28.6088 -19.0070
C: 39.3929 31.2892 -14.9066
N: 41.0757 30.0965 -16.2944
H: 33.8890 35.0191 -19.7862
H: 29.3869 38.3434 -13.1322
H: 37.0963 25.5922 -14.9209
C: 36.1846 30.4759 -10.1813
H: 32.9297 32.7098 -15.2819
H: 38.9110 31.3610 -13.9316
H: 33.6817 32.8434 -18.8391
C: 38.7639 34.9472 -8.5973
H: 32.8554 26.0539 -12.9733
H: 33.7468 34.8856 -14.1598
H: 29.1660 29.5920 -16.1997
H: 35.4911 36.2728 -9.3434
C: 31.8932 35.2203 -12.8388
H: 30.9740 31.7434 -11.3821
O: 41.3156 28.2493 -14.0077
H: 29.5049 32.2265 -16.2506
H: 37.8260 34.0932 -17.8124
N: 31.3109 29.2890 -11.1454
H: 37.4213 25.5018 -13.2044
H: 31.8825 31.7692 -16.0986
C: 33.8171 31.8042 -20.6349
H: 36.2937 26.1882 -17.6219
H: 29.1860 37.4350 -11.7015
C: 41.3373 27.2809 -13.0462
H: 32.1346 34.6686 -14.8477
H: 32.6536 36.2545 -14.6657
H: 29.7759 34.9283 -12.0568
H: 37.0589 28.5447 -15.7053
H: 34.2869 27.9866 -20.1350
H: 36.2115 33.5796 -20.3462
N: 32.2558 33.9962 -12.1290
O: 35.5620 28.9200 -7.5880
O: 37.7966 35.2192 -9.5866
C: 36.0381 32.5462 -14.9542
H: 34.5450 29.1279 -10.3078
H: 33.2603 33.9096 -12.0692
H: 36.0711 32.2108 -19.3179
H: 29.5636 29.5750 -10.2306
O: 35.7939 28.1948 -17.2427
H: 39.4411 28.2718 -14.8275
C: 32.5859 31.6755 -15.2712
H: 33.0063 25.6186 -19.4121
H: 31.2715 28.2953 -10.9691
H: 34.0142 30.2904 -13.5374
N: 32.3498 27.8304 -13.7458
H: 40.8527 26.3470 -13.3309
H: 37.7879 28.2138 -17.3960
C: 40.1119 28.9250 -14.2695
H: 35.5054 33.1845 -12.1043
H: 31.6688 28.2494 -18.5655
H: 31.2352 29.8022 -18.4270
H: 35.4418 30.0258 -14.4998
C: 30.3285 35.1458 -12.9708
H: 28.1280 26.0704 -11.6124
C: 30.1681 31.1671 -11.8365
H: 41.8086 29.4178 -16.4439
H: 27.8209 29.1682 -17.1217
C: 28.8390 29.5398 -17.2382
O: 29.9105 36.4131 -13.5013
H: 37.3215 35.0938 -19.0659
C: 29.9486 29.7526 -11.2348
C: 37.1799 34.1344 -10.2587
H: 35.7367 30.0682 -5.8822
H: 36.0195 35.2960 -11.6193
H: 30.2928 26.3967 -17.9464
H: 32.4563 29.4915 -16.7311
H: 31.8850 25.3852 -14.8084
C: 29.8034 37.4892 -12.5982
H: 30.0832 34.3234 -13.6428
N: 33.7344 31.0038 -10.3080
H: 31.4192 27.6471 -14.0931
C: 34.4958 29.7889 -8.1896
O: 35.6968 34.0807 -18.3246
C: 33.7554 30.7452 -15.5509
O: 28.9263 30.8238 -17.8309
H: 34.1683 30.8292 -20.2970
H: 34.6725 25.5445 -20.1447
C: 29.7005 28.5627 -18.0161
H: 38.4962 34.9949 -7.5418
N: 31.1037 28.8863 -18.0221
H: 32.3020 36.0358 -12.2421
H: 40.4472 29.5767 -16.8901
O: 29.1322 27.6830 -11.6902

## Properties
Kohn-Sham gap = 0.3055 Eh
charge = 0
HOMO energy = -7.96 eV
multiplicity = 1
lowest unoccupied orbital energy = 0.357 eV
SMILES = COC[C@H](C)N.COC[C@H](C)N.COC[C@H](C)N.COC[C@H](C)N.COC[C@H](C)N.COC[C@H](C)N.COC[C@H](C)N.COC[C@H](C)N.COC[C@H](C)N.COC[C@H](C)N

Mulliken atomic charge list, values in e, 2 entries: atom 1 (C): 0.027, atom 2 (C): -0.796


Which of them is most stable? Easy: 1.


1 | DFT (ωB97M-V/def2-TZVPD) results for a molecular structure, C4H3FO2S.

Atoms and positions in Å:
C: 0.7096 -1.3489 -0.0917
O: 1.4563 1.4428 -0.8240
H: 1.9315 2.3333 -0.4443
C: -0.1617 -0.2897 -0.0691
C: 0.2975 1.1050 -0.0451
H: -1.7885 -1.5944 1.1268
S: -2.9770 0.2883 -0.4645
C: -1.6744 -0.5989 0.1286
F: 1.8806 -0.8034 -0.1810
H: 0.5747 -2.3634 0.0951
O: -0.2488 1.8292 0.7693

## Properties
Kohn-Sham gap = 0.2961 Eh
charge = 0
HOMO energy = -9.00 eV
multiplicity = 1
lowest unoccupied orbital energy = -0.942 eV

Mulliken atomic charge list, values in e, 2 entries: atom 1 (C): -0.216, atom 2 (O): -0.495


2 | DFT (ωB97M-V/def2-TZVPD) results for a molecular structure, C4H3FO2S.

Atoms and positions in Å:
H: -0.4263 1.1161 -1.4602
C: -0.5300 0.8647 -0.4542
O: 2.3066 -0.1124 -0.8585
O: -0.7241 -1.0265 0.2504
C: -1.5997 -0.2293 -0.1403
S: -3.1724 -0.4801 -0.3278
H: 2.6548 -1.6444 0.9780
F: -0.8765 2.0064 0.2364
H: 0.3937 0.3065 1.3785
C: 0.2956 -0.1074 0.3200
C: 1.6783 -0.6936 0.0779

## Properties
Kohn-Sham gap = 0.3222 Eh
charge = 0
HOMO energy = -9.32 eV
multiplicity = 1
lowest unoccupied orbital energy = -0.547 eV

Mulliken atomic charge list, values in e, 2 entries: atom 1 (H): 0.316, atom 2 (C): 0.268


3 | DFT (ωB97M-V/def2-TZVPD) results for a single C4H3FO2S molecule.

Atoms and positions in Å:
H: -1.1845 1.0599 -1.2858
C: 1.2219 -0.4378 -0.3943
F: 0.4551 0.4426 1.6011
C: 0.0929 0.0592 0.3585
C: -0.4787 1.2933 -0.4100
H: -0.7833 -1.4040 1.5869
H: 0.8184 -0.5948 -1.3499
O: -0.1559 2.4174 -0.1207
C: -0.9054 -1.1377 0.4858
S: 2.8487 -0.3525 -0.0857
O: -1.9290 -1.3457 -0.3859

## Properties
Kohn-Sham gap = 0.2904 Eh
charge = 0
HOMO energy = -9.61 eV
multiplicity = 1
lowest unoccupied orbital energy = -1.704 eV
SMILES = O=CC(F)(C=O)C=S

Mulliken atomic charge list, values in e, 2 entries: atom 1 (H): 0.359, atom 2 (C): -0.698


Which of them is most stable? Easy: 3.